Entry 1
14
Properties=species:S:1:pos:R:3 method="wB97M-V/def2-TZVPD" lumo_energy_ha=0.0323 total_charge=0 gap_ev=10.18
O 1.19 -0.15 2.46
C 1.12 -0.94 1.35
C 0.92 -0.19 0.08
C -0.25 -0.23 -0.57
C -0.69 0.78 -1.61
S -2.38 1.51 -1.31
H 0.66 0.68 2.38
H 2.08 -1.52 1.16
H 0.23 -1.62 1.40
H 1.64 0.53 -0.20
H -1.03 -0.93 -0.19
H 0.13 1.51 -1.73
H -0.82 0.20 -2.49
H -2.81 0.38 -0.74


Entry 2
14
Properties=species:S:1:pos:R:3 method="wB97M-V/def2-TZVPD" lumo_energy_ha=0.0293 total_charge=0 gap_ev=9.92
O -2.57 -0.85 -0.60
C -1.48 -0.39 0.25
C -0.85 0.73 -0.54
C 0.46 1.01 -0.46
C 1.51 0.40 0.42
S 2.60 -0.72 -0.57
H -2.97 -1.65 -0.19
H -1.86 0.01 1.21
H -0.76 -1.21 0.50
H -1.45 1.21 -1.33
H 0.78 1.78 -1.17
H 2.18 1.21 0.78
H 1.16 -0.18 1.26
H 3.25 -1.33 0.44


Which of them is the most stable? Correct choice: entry 2.


Entry 1
17
Properties=species:S:1:pos:R:3 method="wB97M-V/def2-TZVPD" lumo_energy_ha=-0.1161 total_charge=+1 gap_ev=11.07
N -2.18 0.55 -0.55
C -1.03 0.75 0.35
C -0.02 -0.33 0.01
N 0.63 -0.01 -1.29
C 1.07 -0.59 1.06
O 2.22 -1.03 0.32
H -2.90 0.03 -0.05
H -2.58 1.46 -0.77
H -1.26 0.73 1.41
H -0.61 1.73 0.12
H -0.59 -1.26 -0.07
H 0.69 1.01 -1.36
H -0.02 -0.23 -2.05
H 1.54 -0.47 -1.41
H 0.87 -1.38 1.78
H 1.22 0.34 1.61
H 2.95 -1.29 0.90


Entry 2
17
Properties=species:S:1:pos:R:3 method="wB97M-V/def2-TZVPD" lumo_energy_ha=-0.1320 total_charge=+1 gap_ev=11.60
C 0.61 -1.95 -0.87
C -0.22 -1.72 0.42
N -1.03 1.71 1.46
C -1.04 0.41 1.31
N 0.00 -0.27 0.85
H 0.61 -1.16 -1.47
H 1.72 -1.98 -0.53
H 0.59 -2.66 -1.59
H -1.24 -1.95 0.21
H 0.28 -2.16 1.19
H -0.31 2.32 1.20
H -1.79 2.28 1.89
H -1.88 -0.17 1.78
H 0.71 0.13 0.28
H 0.36 2.30 -2.51
H 1.78 2.36 -1.96
O 0.87 2.51 -1.66


Which of them is the most stable? Correct choice: entry 1.


Entry 1
8
Properties=species:S:1:pos:R:3 method="wB97M-V/def2-TZVPD" lumo_energy_ha=0.0335 total_charge=0 gap_ev=10.00
C -1.09 -1.07 0.49
C -1.47 0.31 -0.24
N -0.16 -0.25 0.13
P 1.54 -0.20 0.07
H -1.98 1.39 -0.14
H -1.70 0.00 -1.28
H 1.74 0.52 1.28
H 1.43 1.05 -0.49


Entry 2
8
Properties=species:S:1:pos:R:3 method="wB97M-V/def2-TZVPD" lumo_energy_ha="-0.0250 / -0.0400" total_charge=0 gap_ev="6.65 / 5.83"
C -0.72 0.30 -0.05
C 1.58 -0.30 -0.09
N -1.93 -0.04 0.08
P -3.46 -0.13 -0.06
H -0.64 1.27 0.43
H 1.68 0.75 0.03
H 1.97 -0.86 -1.06
H 1.52 -0.98 0.72


Which of them is the most stable? Correct choice: entry 1.


Entry 1
18
Properties=species:S:1:pos:R:3 method="wB97M-V/def2-TZVPD" lumo_energy_ha=-0.1410 total_charge=+1 gap_ev=8.70
C 0.84 -0.48 -2.16
N 0.46 -0.11 -1.03
C 0.22 -0.88 0.08
C 0.69 -2.10 0.25
C -0.49 -0.23 1.31
C -1.25 1.05 0.83
N -0.24 2.15 0.55
H 1.32 0.17 -2.93
H 0.19 -1.22 -2.61
H 0.95 -2.60 1.20
H 0.84 -2.66 -0.71
H 0.25 0.05 2.03
H -1.24 -1.01 1.79
H -2.00 1.33 1.54
H -1.82 0.80 -0.08
H 0.28 2.57 1.30
H -0.67 2.79 -0.07
H 0.35 1.34 0.00


Entry 2
18
Properties=species:S:1:pos:R:3 method="wB97M-V/def2-TZVPD" lumo_energy_ha=-0.2094 total_charge=+1 gap_ev=6.78
C -0.62 -0.54 -2.37
C 0.12 -1.32 -3.14
C -2.23 -0.54 -0.56
N -1.50 -1.14 -1.42
H -0.61 0.53 -2.39
H 0.09 -2.40 -3.07
H 0.78 -0.85 -3.85
H -2.79 -1.13 0.15
H -2.30 0.54 -0.57
H -1.48 -2.16 -1.42
C 1.38 1.31 3.33
C 1.34 0.93 1.04
N 2.00 1.36 2.02
H 2.00 0.70 3.98
H 0.37 0.91 3.31
H 1.35 2.32 3.74
H 1.77 0.95 0.04
H 0.32 0.53 1.17


Which of them is the most stable? Correct choice: entry 2.


Entry 1
18
Properties=species:S:1:pos:R:3 method="wB97M-V/def2-TZVPD" lumo_energy_ha="-0.2239 / -0.1861" total_charge=+1 gap_ev="7.20 / 8.92"
C 1.86 -0.65 -0.27
C 2.04 -0.81 0.99
C 0.87 -0.41 -1.21
C -2.09 -0.84 0.21
C 0.10 1.85 -0.24
N -0.88 -0.12 0.52
N -0.20 0.40 -0.50
H 1.54 -0.30 1.68
H 2.82 -1.44 1.38
H 1.02 0.04 -2.15
H 0.43 -1.38 -1.49
H -2.16 -1.27 -0.90
H -2.06 -1.86 0.68
H -3.01 -0.32 0.64
H -0.80 2.35 0.11
H 0.92 1.98 0.48
H 0.57 2.34 -1.23
H -0.96 0.43 1.31


Entry 2
18
Properties=species:S:1:pos:R:3 method="wB97M-V/def2-TZVPD" lumo_energy_ha=-0.1552 total_charge=+1 gap_ev=9.47
C 0.21 0.23 0.84
C -0.74 -1.03 -1.21
C 0.20 -0.01 -1.72
C -0.63 0.13 -0.34
C 1.66 -1.15 1.29
N 0.14 1.36 1.48
N -1.57 1.17 -0.30
H -1.65 -0.96 -1.68
H -0.40 -1.95 -1.06
H 1.24 -0.09 -1.44
H 0.05 0.54 -2.57
H 2.09 -1.44 0.36
H 1.06 -1.99 1.62
H 2.19 -0.78 2.02
H 0.79 1.51 2.27
H -2.23 0.99 0.52
H -2.03 1.41 -1.14
H -0.39 2.05 1.05


Entry 3
18
Properties=species:S:1:pos:R:3 method="wB97M-V/def2-TZVPD" lumo_energy_ha=-0.1721 total_charge=+1 gap_ev=7.83
C -0.94 2.02 -2.67
C -0.62 -2.60 1.06
C 1.78 1.36 1.25
C -0.29 -1.64 0.01
C -0.38 0.61 -0.76
N -0.76 1.21 -1.73
N -0.76 -0.43 0.00
H -1.59 2.87 -2.52
H 0.28 -2.88 1.61
H -1.35 -2.21 1.77
H -1.01 -3.53 0.62
H 1.95 0.38 0.82
H 2.63 1.62 1.86
H 0.89 1.36 1.87
H -0.50 1.85 -3.64
H 0.38 -1.93 -0.79
H 1.68 2.10 0.46
H -1.37 -0.16 0.78


Which of them is the most stable? Correct choice: entry 2.


Entry 1
18
Properties=species:S:1:pos:R:3 method="wB97M-V/def2-TZVPD" lumo_energy_ha=-0.1834 total_charge=+1 gap_ev=8.98
C 0.34 3.08 -0.56
N -0.26 1.97 -0.72
C -0.65 0.79 -0.66
C 0.05 -0.36 0.10
C 0.27 -1.42 -0.98
C -0.99 -0.70 1.13
N 1.27 0.03 0.65
H 1.07 3.16 -1.28
H -0.04 3.89 0.07
H -1.55 0.60 -1.35
H 1.35 -1.35 -1.19
H -0.32 -1.31 -1.92
H 0.01 -2.33 -0.58
H -0.68 -1.30 1.98
H -1.78 -1.37 0.64
H -1.65 0.10 1.55
H 1.88 0.52 -0.05
H 1.30 0.56 1.56


Entry 2
18
Properties=species:S:1:pos:R:3 method="wB97M-V/def2-TZVPD" lumo_energy_ha=-0.0988 total_charge=+1 gap_ev=9.81
C -1.03 -1.35 -0.25
C 1.22 1.03 0.02
C -2.29 -0.56 -0.36
C -0.33 1.19 -0.34
C 1.49 -0.34 0.68
N 2.57 -0.83 0.18
N -1.08 -0.02 0.29
H -0.88 -2.19 0.41
H -0.54 -1.55 -1.15
H 1.80 1.28 -0.88
H 1.40 1.70 0.92
H -2.63 -0.27 -1.32
H -3.09 -0.83 0.43
H -0.69 1.99 0.17
H -0.53 1.12 -1.39
H 3.10 -1.56 0.63
H 2.92 -0.45 -0.65
H -0.97 0.13 1.28


Which of them is the most stable? Correct choice: entry 1.


Entry 1
12
Properties=species:S:1:pos:R:3 method="wB97M-V/def2-TZVPD" lumo_energy_ha="-0.0295 / -0.0273" total_charge=0 gap_ev="7.70 / 7.83"
C 2.07 0.54 0.30
C 0.59 1.45 -0.05
C -0.70 1.24 -0.17
C -1.35 -0.03 -0.05
C -0.62 -1.37 -0.08
S -2.96 -0.01 -0.07
H 2.47 0.76 1.34
H 2.83 0.56 -0.55
H -1.29 2.05 -0.28
H -0.70 -1.93 -1.11
H -0.89 -2.15 0.59
H 0.56 -1.12 0.12


Entry 2
12
Properties=species:S:1:pos:R:3 method="wB97M-V/def2-TZVPD" lumo_energy_ha="-0.0171 / -0.0171" total_charge=0 gap_ev="6.43 / 6.43"
C -1.44 -1.12 0.60
C -0.91 -0.28 -0.31
C -0.22 1.02 -0.49
C 1.18 0.86 0.34
C -0.67 -1.72 -0.39
S 2.15 -0.57 0.03
H -2.08 -1.36 1.35
H -0.12 1.08 -1.63
H -0.90 1.87 -0.14
H 1.84 1.62 -0.04
H 0.98 1.00 1.44
H 0.20 -2.40 -0.76


Entry 3
12
Properties=species:S:1:pos:R:3 method="wB97M-V/def2-TZVPD" lumo_energy_ha=0.0327 total_charge=0 gap_ev=9.33
C 0.21 1.19 -0.17
C 0.78 0.04 0.14
C 1.36 -1.21 -0.36
C -0.08 -1.11 0.46
S -1.70 -0.65 -0.16
C -1.27 1.15 0.07
H 0.70 2.07 -0.56
H 1.37 -1.35 -1.43
H 2.12 -1.73 0.20
H -0.07 -1.60 1.42
H -1.58 1.47 1.07
H -1.82 1.72 -0.68


Entry 4
12
Properties=species:S:1:pos:R:3 method="wB97M-V/def2-TZVPD" lumo_energy_ha=-0.0442 total_charge=0 gap_ev=6.22
C -1.31 -0.52 1.29
C -0.66 0.46 1.02
C -2.30 -2.19 1.70
C 0.23 1.39 0.58
C 0.79 -0.09 -1.67
S 1.49 1.14 -0.51
H -3.05 -1.75 2.33
H 0.12 2.32 1.05
H 0.16 0.39 -2.45
H 1.66 -0.44 -2.12
H 0.18 -0.93 -1.22
H 2.68 0.23 0.00


Which of them is the most stable? Correct choice: entry 3.


Entry 1
10
Properties=species:S:1:pos:R:3 method="wB97M-V/def2-TZVPD" lumo_energy_ha=0.0165 total_charge=0 gap_ev=9.28
N -2.04 -0.07 -0.07
C -0.90 0.91 0.07
C 0.45 0.32 0.02
O 1.44 1.17 -0.02
S 0.61 -1.25 0.00
H -1.85 -0.61 0.78
H -1.78 -0.57 -0.92
H -0.90 1.34 1.03
H -0.93 1.69 -0.62
H 1.16 2.01 -0.30


Entry 2
10
Properties=species:S:1:pos:R:3 method="wB97M-V/def2-TZVPD" lumo_energy_ha=0.0198 total_charge=0 gap_ev=9.83
C -0.52 1.62 0.06
N -0.03 0.24 0.07
S 1.68 -0.25 -0.11
C -0.96 -0.81 0.10
O -2.15 -0.66 -0.13
H -0.38 2.04 1.04
H -1.52 1.46 -0.14
H -0.04 2.08 -0.76
H 1.84 -1.03 0.98
H -0.47 -1.84 0.36


Entry 3
10
Properties=species:S:1:pos:R:3 method="wB97M-V/def2-TZVPD" lumo_energy_ha="-0.0775 / -0.0645" total_charge=0 gap_ev="6.15 / 7.04"
C -0.13 -0.56 0.36
C -0.93 0.44 -0.43
N 1.15 -0.46 0.44
O -0.15 1.56 -0.82
S 0.91 -2.82 2.15
H -1.29 -0.19 -1.32
H -1.88 0.83 -0.08
H 1.54 0.24 -0.06
H 1.53 -1.25 0.98
H -0.76 2.21 -1.22


Which of them is the most stable? Correct choice: entry 1.


Entry 1
10
Properties=species:S:1:pos:R:3 method="wB97M-V/def2-TZVPD" lumo_energy_ha=-0.0031 total_charge=0 gap_ev=9.34
C -1.24 0.03 0.57
C 0.19 0.48 0.67
H -1.34 0.12 -0.91
H -1.89 0.65 1.29
H -1.19 -1.22 1.17
H 1.64 1.00 -0.45
H 1.74 -1.56 -1.69
N 0.86 0.44 -0.50
O 0.70 0.58 1.79
S 0.54 -0.53 -1.95


Entry 2
10
Properties=species:S:1:pos:R:3 method="wB97M-V/def2-TZVPD" lumo_energy_ha=0.0296 total_charge=0 gap_ev=10.13
O -1.30 -1.07 0.07
N -1.43 0.21 -0.55
C -0.43 0.88 -0.39
C 0.57 0.44 0.49
S 2.17 -0.30 -0.31
H -1.96 -1.55 -0.26
H -0.49 1.89 -0.72
H 0.92 1.18 1.21
H 0.33 -0.25 1.25
H 1.61 -1.42 -0.79


Entry 3
10
Properties=species:S:1:pos:R:3 method="wB97M-V/def2-TZVPD" lumo_energy_ha=0.0237 total_charge=0 gap_ev=9.65
C 0.12 -1.00 0.65
C -0.45 1.51 -0.35
N 0.34 -1.99 -0.08
O 1.82 0.05 -0.94
S 1.04 0.51 0.18
H -0.35 -0.95 1.60
H -0.54 1.17 -1.34
H -0.58 2.57 -0.26
H -1.26 1.05 0.24
H -0.13 -2.92 0.30


Which of them is the most stable? Correct choice: entry 3.


Entry 1
10
Properties=species:S:1:pos:R:3 method="wB97M-V/def2-TZVPD" lumo_energy_ha="0.0144 / 0.0143" total_charge=0 gap_ev="7.55 / 7.54"
C 0.75 -0.70 0.26
C 1.71 0.42 0.12
N -2.30 -0.91 -0.12
O 0.60 -1.84 0.36
S -1.46 0.53 -0.20
H 2.72 0.22 0.11
H 1.79 1.09 1.07
H 1.44 0.94 -0.69
H -3.08 -0.99 -0.79
H -2.41 -1.34 0.77


Entry 2
10
Properties=species:S:1:pos:R:3 method="wB97M-V/def2-TZVPD" lumo_energy_ha=0.0305 total_charge=0 gap_ev=9.70
C 1.33 -0.84 0.06
O 0.57 0.32 -0.19
C -0.84 0.12 -0.09
N -1.31 1.37 0.08
S -1.69 -1.30 -0.03
H 2.29 -0.77 -0.54
H 1.64 -0.74 1.11
H 0.99 -1.79 -0.26
H -0.64 2.14 -0.03
H -2.35 1.49 -0.12


Entry 3
10
Properties=species:S:1:pos:R:3 method="wB97M-V/def2-TZVPD" lumo_energy_ha=0.0204 total_charge=0 gap_ev=9.43
C 0.05 -0.87 1.15
C -0.32 0.90 -1.07
N -0.44 -1.60 0.27
O 1.68 1.32 0.63
S 0.16 0.94 0.69
H 0.53 -0.97 2.13
H -1.49 1.08 -0.96
H -0.07 0.04 -1.72
H 0.30 1.80 -1.53
H -0.40 -2.64 0.41


Entry 4
10
Properties=species:S:1:pos:R:3 method="wB97M-V/def2-TZVPD" lumo_energy_ha="-0.0613 / -0.0632" total_charge=0 gap_ev="6.83 / 6.77"
C -0.65 -0.02 -0.11
C 0.54 0.75 -0.34
N -0.57 -1.20 0.35
O 1.75 0.17 0.17
S -3.69 0.30 0.52
H 0.69 0.80 -1.34
H 0.47 1.83 -0.15
H 0.42 -1.62 0.60
H -1.43 -1.76 0.29
H 2.48 0.76 0.00


Which of them is the most stable? Correct choice: entry 2.


Entry 1
10
Properties=species:S:1:pos:R:3 method="wB97M-V/def2-TZVPD" lumo_energy_ha=0.0215 total_charge=0 gap_ev=10.03
C -0.77 1.13 0.54
C -0.15 -0.30 0.56
O -0.03 -1.14 1.47
N 0.21 -0.69 -0.76
S 1.24 -1.98 -1.06
H -1.75 1.04 0.98
H -0.11 1.86 1.03
H -0.86 1.50 -0.48
H -0.14 -0.06 -1.56
H 2.37 -1.36 -0.72


Entry 2
10
Properties=species:S:1:pos:R:3 method="wB97M-V/def2-TZVPD" lumo_energy_ha="0.0144 / 0.0144" total_charge=0 gap_ev="7.44 / 7.44"
C 0.61 -0.65 -0.18
C 0.78 0.78 0.26
N -0.58 -1.13 -0.13
O -2.01 1.15 -0.13
S -2.14 -0.32 -0.11
H 1.39 -1.30 -0.45
H 1.12 0.74 1.31
H -0.20 1.32 0.26
H 1.48 1.48 -0.22
H -0.45 -2.07 -0.61


Which of them is the most stable? Correct choice: entry 1.


Entry 1
15
Properties=species:S:1:pos:R:3 method="wB97M-V/def2-TZVPD" lumo_energy_ha=0.0380 total_charge=0 gap_ev=10.58
C -0.74 -0.61 -1.83
C -0.24 0.59 -0.98
C 0.65 0.07 0.26
C 1.04 0.70 1.70
O -0.20 -0.91 0.86
H -1.25 -1.34 -1.21
H 0.08 -1.12 -2.36
H -1.46 -0.29 -2.60
H 0.28 1.28 -1.67
H -1.12 1.12 -0.61
H 1.52 -0.37 -0.30
H 2.04 1.08 1.64
H 0.30 1.45 2.02
H 1.04 -0.01 2.61
H 0.40 -1.56 1.23


Entry 2
15
Properties=species:S:1:pos:R:3 method="wB97M-V/def2-TZVPD" lumo_energy_ha=0.0376 total_charge=0 gap_ev=11.29
C 1.06 1.13 1.56
C 0.67 -0.11 0.76
C -0.42 0.20 -0.27
C -0.68 -0.95 -1.23
O -1.55 -0.48 -2.25
H 1.41 1.93 0.89
H 0.21 1.52 2.12
H 1.87 0.91 2.27
H 1.56 -0.50 0.24
H 0.33 -0.90 1.43
H -0.13 1.07 -0.87
H -1.36 0.46 0.23
H 0.27 -1.29 -1.67
H -1.12 -1.80 -0.69
H -2.13 -1.19 -2.52


Which of them is the most stable? Correct choice: entry 2.


Entry 1
15
Properties=species:S:1:pos:R:3 method="wB97M-V/def2-TZVPD" lumo_energy_ha=0.0385 total_charge=0 gap_ev=10.95
C 0.82 0.92 1.27
C -0.38 0.47 1.61
C -1.59 0.50 0.71
H 1.60 1.00 2.01
H 0.92 1.31 0.27
H -0.61 0.02 2.57
H -2.44 0.88 1.28
H -1.41 1.14 -0.15
H -2.01 -0.42 0.30
C 0.78 -0.91 -2.03
O 1.37 -1.41 -0.84
H 1.47 -1.27 -2.78
H -0.24 -1.24 -2.25
H 0.77 0.17 -1.95
H 0.94 -1.17 -0.03


Entry 2
15
Properties=species:S:1:pos:R:3 method="wB97M-V/def2-TZVPD" lumo_energy_ha=0.0380 total_charge=0 gap_ev=10.01
C 2.03 0.07 -0.32
C 0.67 -0.54 -0.13
C -0.47 0.07 -0.47
C -1.82 -0.59 -0.48
H 2.00 1.16 -0.26
H 2.38 -0.19 -1.33
H 2.77 -0.29 0.39
H 0.61 -1.58 0.19
H -0.44 1.10 -0.82
H -1.96 -1.01 -1.48
H -1.87 -1.40 0.25
H -2.64 0.10 -0.28
O -0.76 0.94 1.77
H -0.05 0.34 1.44
H -0.45 1.82 1.53


Entry 3
15
Properties=species:S:1:pos:R:3 method="wB97M-V/def2-TZVPD" lumo_energy_ha="0.0397 / 0.0344" total_charge=0 gap_ev="8.38 / 7.91"
C 2.06 -0.14 -0.47
O 1.26 -0.04 0.57
C 0.22 0.71 0.72
C -1.08 -0.84 -1.56
C -0.65 0.52 1.90
H 0.01 -0.99 -1.37
H 3.01 -0.61 -0.26
H 1.93 0.54 -1.31
H 0.07 1.49 -0.03
H -1.70 -1.15 -0.71
H -1.34 -1.47 -2.41
H -1.41 0.17 -1.83
H -1.66 0.18 1.63
H -0.76 1.46 2.46
H -0.22 -0.23 2.58


Which of them is the most stable? Correct choice: entry 2.


Entry 1
15
Properties=species:S:1:pos:R:3 method="wB97M-V/def2-TZVPD" lumo_energy_ha=0.0418 total_charge=0 gap_ev=10.95
H -0.23 -2.40 1.32
H 0.29 -1.96 1.62
C 1.42 1.59 -0.07
C 1.17 0.21 0.45
O 0.59 0.03 1.49
H 1.29 1.69 -1.15
H 0.77 2.29 0.47
H 2.47 1.80 0.17
H 1.62 -0.63 -0.12
C -1.35 -1.19 -1.20
C -1.40 0.13 -1.02
H -0.97 -1.68 -2.09
H -1.75 -1.86 -0.44
H -1.29 0.89 -1.80
H -1.59 0.53 -0.02


Entry 2
15
Properties=species:S:1:pos:R:3 method="wB97M-V/def2-TZVPD" lumo_energy_ha=0.0399 total_charge=0 gap_ev=9.48
C 2.01 -0.51 -0.59
O 0.65 -0.92 -0.76
C -0.17 0.02 -1.18
C -1.53 -0.60 -1.31
C -0.47 1.09 1.92
H 2.48 -1.24 0.07
H 2.04 0.49 -0.15
H 2.51 -0.51 -1.56
H -0.31 1.45 0.90
H -1.59 -1.64 -0.96
H -1.82 -0.54 -2.36
H -2.24 0.02 -0.76
H -1.42 1.46 2.30
H 0.34 1.44 2.56
H -0.48 0.00 1.90


Entry 3
15
Properties=species:S:1:pos:R:3 method="wB97M-V/def2-TZVPD" lumo_energy_ha=0.0367 total_charge=0 gap_ev=10.73
C -1.27 -1.15 -0.20
C -0.98 0.14 -0.13
C -1.98 1.19 0.22
H -2.21 -1.56 0.16
H -0.63 -1.85 -0.71
H -0.06 0.51 -0.68
H -2.69 0.85 0.98
H -1.47 2.06 0.65
H -2.54 1.54 -0.65
C 2.54 -0.58 0.02
O 1.92 0.64 -0.31
H 3.33 -0.45 0.77
H 1.81 -1.31 0.38
H 2.99 -0.95 -0.90
H 1.23 0.93 0.40


Which of them is the most stable? Correct choice: entry 3.